This record from the Open Molecules 2025 dataset describes a gas-phase ion, C3H5N (charge -1). The level of theory is ωB97M-V/def2-TZVPD.

Each line ends with the Löwdin spin population.
Geometry (Å):
H1 -0.876 1.734 -0.526  0.0004
C1 1.486 -0.332 0.068  0.6519
H2 1.531 -0.758 1.076  0.0443
H3 -0.964 -1.225 -0.064  0.0084
C2 -1.231 -0.193 0.155  0.0202
N1 0.988 0.942 -0.150  0.1835
C3 -0.358 0.844 -0.133  0.0379
H4 -2.285 -0.002 0.334  0.0007
H5 1.710 -1.010 -0.759  0.0525

Forces on the atoms, in the same order (eV/Å):
H 0.2 0.5 0.9
C 1.2 0.1 0.3
H -0.1 0.0 -0.1
H 0.2 0.0 0.7
C 0.2 -0.5 -0.3
N -1.4 -1.4 -0.6
C -0.3 1.1 -0.4
H 0.0 0.2 -0.5
H 0.0 0.1 0.0

The largest force on an atom comes out at 2.06 eV Å⁻¹. The value obtained for the energy above the lowest of the compared OMol25 structures with the same formula, charge and spin is 0.942 eV. The value obtained for the total energy is -4679.1346 eV. As for the charge: -1. The calculation puts the HOMO energy (alpha / beta) at -1.5512 / -1.6749 eV. Its frontier orbital gap (alpha / beta) is 6.63 / 6.72 eV. The multiplicity is 2.



This record from the Open Molecules 2025 dataset describes a gas-phase ion, C3H5N2 (charge +1). The level of theory is ωB97M-V/def2-TZVPD.

Each line ends with the Löwdin charge.
Geometry (Å):
N1 -0.700 -0.055 0.902  0.1251
H1 0.934 -1.187 -1.489  0.1896
N2 0.483 -0.605 -0.788  0.1135
H2 -0.536 -2.127 0.253  0.1649
C1 0.625 0.765 -0.639  -0.0037
H3 -0.236 2.068 0.878  0.1430
C2 -0.321 -1.084 0.155  -0.0382
H4 -1.342 -0.147 1.668  0.1849
C3 -0.140 1.098 0.424  -0.0205
H5 1.234 1.275 -1.364  0.1414

Forces on the atoms, in the same order (eV/Å):
N -0.2 -0.5 -0.1
H -0.1 0.2 0.1
N 0.0 -0.2 0.1
H -0.4 -0.2 0.3
C 0.0 -1.0 -0.6
H -0.3 -0.1 0.1
C 0.6 0.2 -0.5
H -0.1 0.2 0.3
C 0.6 0.8 -0.1
H 0.0 0.5 0.3

The largest force on an atom comes out at 1.12 eV Å⁻¹. The value obtained for the energy above the lowest of the compared OMol25 structures with the same formula, charge and spin is 0.028 eV. The value obtained for the total energy is -6165.8647 eV. As for the charge: +1. The calculation puts the HOMO energy at -15.1074 eV. Its frontier orbital gap is 11.59 eV. As for the SMILES: c1c[nH+]c[nH]1. The multiplicity is 1.



This record from the Open Molecules 2025 dataset describes a molecular structure, C3H5N2. The level of theory is ωB97M-V/def2-TZVPD.

Each line ends with the Löwdin charge.
Geometry (Å):
C1 0.167 1.063 -0.048  -0.2248
N1 2.144 -0.158 0.027  0.0933
H1 1.508 -2.191 -0.041  0.1650
N2 -0.273 -0.305 -0.020  0.1156
H2 0.104 1.703 0.839  0.1493
C2 1.405 -1.083 -0.055  0.1129
C3 1.621 1.161 0.055  0.1110
H3 -0.230 1.619 -0.910  0.1639
H4 -1.056 -0.601 -0.581  0.1601
H5 -0.421 -0.499 0.968  0.1537

Forces on the atoms, in the same order (eV/Å):
C 0.4 0.5 -1.2
N 1.4 1.5 0.3
H -0.5 0.9 -0.1
N 1.3 -0.8 1.7
H -1.3 -0.2 0.6
C -2.0 -2.3 -0.3
C 1.4 1.0 -0.9
H 0.2 0.1 0.4
H -0.2 -0.1 -0.3
H -0.8 -0.5 0.0

The largest force on an atom comes out at 3.09 eV Å⁻¹. The value obtained for the energy above the lowest of the compared OMol25 structures with the same formula, charge and spin is 6.388 eV. The value obtained for the total energy is -6159.5044 eV. As for the charge: +1. The calculation puts the HOMO energy (alpha / beta) at -14.3604 / -14.3605 eV. Its frontier orbital gap (alpha / beta) is 7.98 / 7.98 eV. The multiplicity is 1.